# 1
C45H76B3F5N10O5 | ωB97M-V/def2-TZVPD

```
144
Properties=species:S:1:pos:R:3:lowdin_charge:R:1
O 8.370 0.028 3.127 0.104
C 7.318 0.358 2.675 -0.338
O 6.978 1.667 2.503 -0.033
C 5.722 2.040 3.069 -0.183
C 4.761 2.583 2.009 -0.004
B 3.500 3.155 2.741 -0.491
O 3.590 3.891 3.919 0.280
B 2.918 3.248 4.929 -0.304
O 2.364 2.003 4.586 0.285
B 1.709 2.020 3.382 -0.453
C 0.378 1.141 3.148 -0.297
F -0.156 1.381 1.922 0.131
F -0.573 1.435 4.075 0.132
C 0.682 -0.363 3.222 -0.553
F 0.990 -0.721 4.474 0.176
F 1.752 -0.597 2.443 0.161
F -0.325 -1.125 2.806 0.178
O 2.180 2.809 2.367 0.308
H 6.568 -0.338 2.276 0.127
H 5.905 2.766 3.864 0.132
H 5.256 1.170 3.550 0.130
H 5.271 3.306 1.366 0.134
H 4.427 1.737 1.404 0.102
H 2.746 3.711 5.994 0.101
C 3.615 -5.634 2.819 -0.108
C 3.421 -5.042 4.209 -0.257
C 2.843 -3.622 4.173 -0.189
C 3.720 -2.696 3.460 -0.232
N 4.417 -1.978 2.898 0.170
H 4.329 -5.049 2.237 0.072
H 3.995 -6.653 2.884 0.072
H 2.672 -5.662 2.268 0.078
H 4.373 -5.026 4.742 0.112
H 2.740 -5.668 4.788 0.108
H 2.698 -3.233 5.181 0.120
H 1.871 -3.617 3.674 0.119
C 2.499 3.304 -3.481 -0.107
C 1.755 3.305 -2.153 -0.256
C 2.683 3.120 -0.947 -0.169
C 3.393 1.847 -1.028 -0.248
N 3.958 0.852 -1.132 0.166
H 3.017 2.356 -3.648 0.066
H 1.803 3.460 -4.303 0.052
H 3.241 4.104 -3.515 0.080
H 1.008 2.509 -2.150 0.088
H 1.217 4.245 -2.048 0.082
H 2.114 3.140 -0.017 0.105
H 3.425 3.921 -0.903 0.129
C -3.456 3.754 -3.223 -0.123
C -2.571 3.955 -2.005 -0.264
C -1.738 5.239 -2.068 -0.193
C -0.847 5.241 -3.228 -0.234
N -0.127 5.213 -4.124 0.165
H -2.865 3.658 -4.134 0.062
H -4.044 2.843 -3.123 0.068
H -4.143 4.597 -3.342 0.053
H -1.903 3.098 -1.906 0.076
H -3.180 3.997 -1.100 0.105
H -1.124 5.334 -1.170 0.117
H -2.377 6.120 -2.122 0.075
C -3.089 -0.579 4.415 -0.114
C -4.210 -1.466 4.938 -0.251
C -5.587 -1.069 4.394 -0.205
C -5.948 0.295 4.779 -0.237
N -6.234 1.361 5.098 0.141
H -3.223 0.458 4.728 0.074
H -2.125 -0.914 4.795 0.063
H -3.048 -0.602 3.325 0.081
H -4.230 -1.431 6.030 0.112
H -4.024 -2.504 4.654 0.107
H -6.354 -1.741 4.778 0.089
H -5.602 -1.141 3.306 0.109
C -0.440 -2.432 -3.930 -0.107
C 0.715 -1.442 -3.953 -0.255
C 0.529 -0.266 -2.988 -0.182
C -0.668 0.517 -3.306 -0.213
N -1.618 1.116 -3.553 0.185
H -1.375 -1.960 -4.240 0.073
H -0.235 -3.254 -4.611 0.022
H -0.585 -2.844 -2.928 0.079
H 0.847 -1.049 -4.965 0.101
H 1.644 -1.951 -3.689 0.113
H 1.391 0.401 -3.026 0.092
H 0.434 -0.626 -1.961 0.126
C 3.924 -2.395 -7.277 -0.105
C 2.983 -2.667 -8.443 -0.261
C 1.508 -2.637 -8.026 -0.179
C 1.201 -3.645 -7.013 -0.222
N 0.974 -4.428 -6.203 0.170
H 3.830 -3.162 -6.507 0.071
H 4.961 -2.391 -7.614 0.072
H 3.719 -1.426 -6.816 0.073
H 3.206 -3.638 -8.886 0.075
H 3.126 -1.915 -9.221 0.109
H 0.856 -2.815 -8.882 0.120
H 1.250 -1.660 -7.609 0.114
C 5.404 3.979 10.600 -0.109
C 6.008 3.119 9.497 -0.258
C 5.318 3.321 8.143 -0.185
C 3.900 2.969 8.194 -0.248
N 2.787 2.682 8.240 0.170
H 4.358 3.723 10.771 0.072
H 5.940 3.834 11.537 0.072
H 5.456 5.040 10.345 0.077
H 5.949 2.065 9.774 0.112
H 7.065 3.358 9.376 0.109
H 5.791 2.705 7.375 0.118
H 5.396 4.363 7.826 0.125
C 1.216 -9.612 -9.048 -0.112
C 1.155 -8.985 -7.662 -0.260
C 0.733 -7.511 -7.691 -0.197
C 1.667 -6.689 -8.454 -0.239
N 2.411 -6.050 -9.053 0.165
H 1.960 -9.116 -9.673 0.071
H 1.488 -10.666 -8.983 0.071
H 0.250 -9.546 -9.553 0.076
H 2.128 -9.066 -7.175 0.112
H 0.442 -9.527 -7.040 0.107
H 0.684 -7.093 -6.685 0.099
H -0.256 -7.406 -8.143 0.123
C -10.539 -4.031 3.055 -0.108
C -9.683 -4.841 4.019 -0.260
C -8.429 -4.087 4.476 -0.194
C -7.557 -3.748 3.352 -0.245
N -6.885 -3.491 2.456 0.163
H -9.993 -3.803 2.138 0.072
H -11.436 -4.585 2.778 0.073
H -10.853 -3.087 3.506 0.078
H -9.383 -5.781 3.551 0.112
H -10.264 -5.099 4.906 0.108
H -7.850 -4.687 5.180 0.119
H -8.707 -3.160 4.981 0.120
C -5.405 9.008 -3.904 -0.108
C -5.936 7.583 -3.988 -0.259
C -6.357 7.022 -2.624 -0.188
C -5.234 6.977 -1.689 -0.221
N -4.325 6.938 -0.987 0.169
H -4.507 9.059 -3.287 0.071
H -5.148 9.381 -4.894 0.073
H -6.150 9.681 -3.474 0.077
H -5.178 6.929 -4.424 0.105
H -6.804 7.547 -4.648 0.109
H -6.746 6.008 -2.725 0.118
H -7.142 7.637 -2.180 0.121
```

Properties
HOMO-LUMO gap, eV: 10.8
Highest occupied orbital energy, eV: -10.41
Spin multiplicity: 1
Net charge: 0
Maximum force, eV/A: 0.87


# 2
C45H83ClO11P2 | ωB97M-V/def2-TZVPD

```
142
Properties=species:S:1:pos:R:3:lowdin_charge:R:1
C 3.189 -0.510 4.260 0.087
C 1.894 -0.269 3.747 -0.082
C 0.355 0.067 3.184 -0.417
P -0.671 -0.156 4.768 0.930
C -2.545 -0.245 4.481 -0.311
C -0.003 -1.495 5.941 -0.329
C 0.094 1.624 2.625 -0.314
C 1.426 2.388 1.978 -0.068
C 2.434 3.026 3.111 -0.160
O 2.839 4.427 2.796 -0.149
C 4.156 4.468 2.143 -0.130
O 5.130 5.235 2.707 -0.057
C -0.717 2.672 3.587 -0.175
C -0.745 4.228 3.088 -0.655
C -1.779 5.020 4.138 -0.151
Cl -1.431 4.522 1.395 0.541
O -0.953 1.310 1.596 -0.081
C -1.163 -0.116 1.243 -0.240
O -2.211 -0.564 0.539 -0.013
C 0.137 -0.902 1.883 -0.396
C 1.277 -0.915 0.675 -0.200
C 0.834 -0.101 -0.675 -0.170
C 2.143 -0.193 -1.712 -0.200
C 3.245 1.001 -1.461 -0.213
C 2.660 2.452 -2.040 -0.246
C 3.863 3.442 -2.607 -0.138
P -0.053 -2.820 2.167 0.975
C -1.659 -3.224 3.124 -0.315
O 1.320 -3.377 3.148 -0.375
H 4.119 -0.801 4.925 0.066
H -2.919 0.007 3.402 0.057
H -3.046 0.569 5.196 0.056
H -2.963 -1.285 4.858 0.047
H 0.810 -1.006 6.654 0.067
H -0.844 -1.931 6.653 0.076
H 0.516 -2.412 5.433 0.007
H 1.120 3.281 1.248 0.119
H 2.091 1.669 1.315 0.096
H 3.449 2.403 3.089 0.129
H 2.001 3.053 4.198 0.140
H 4.444 3.945 1.136 0.161
H -0.140 2.675 4.633 0.118
H -1.854 2.361 3.772 0.128
H 0.288 4.803 3.206 0.114
H -2.851 4.553 3.895 0.070
H -1.814 6.176 3.959 0.084
H -1.573 4.723 5.270 0.097
H 2.320 -0.500 1.004 0.107
H 1.472 -2.042 0.333 0.096
H 0.698 1.054 -0.470 0.112
H -0.060 -0.583 -1.275 0.124
H 2.653 -1.238 -1.450 0.113
H 1.815 -0.177 -2.842 0.107
H 3.578 1.082 -0.324 0.096
H 4.251 0.793 -2.068 0.118
H 2.022 2.985 -1.205 0.090
H 1.936 2.220 -2.951 0.114
H 3.386 4.519 -2.798 0.086
H 4.705 3.616 -1.792 0.077
H 4.374 3.034 -3.583 0.059
H -2.072 -4.320 2.898 0.065
H -2.558 -2.501 2.819 0.057
H -1.560 -3.135 4.288 0.025
H 2.113 -2.929 2.730 0.040
C 2.335 -5.999 8.479 -0.184
C 2.682 -5.501 7.100 -0.178
C 1.637 -4.430 6.876 -0.221
O 1.320 -3.883 8.163 -0.146
C 1.892 -4.728 9.171 -0.207
H 3.164 -6.495 8.989 0.115
H 1.497 -6.703 8.419 0.117
H 3.682 -5.051 7.109 0.117
H 2.665 -6.281 6.334 0.117
H 0.718 -4.854 6.457 0.122
H 1.988 -3.634 6.213 0.096
H 2.744 -4.197 9.608 0.117
H 1.155 -4.914 9.958 0.117
C -4.233 -0.535 -3.036 -0.175
C -4.467 -1.283 -4.323 -0.186
C -3.058 -1.637 -4.744 -0.203
O -2.290 -1.788 -3.542 -0.141
C -3.061 -1.285 -2.442 -0.210
H -5.104 -0.514 -2.375 0.116
H -3.944 0.499 -3.255 0.117
H -5.038 -2.198 -4.122 0.105
H -5.005 -0.704 -5.077 0.119
H -2.604 -0.832 -5.332 0.116
H -3.014 -2.561 -5.327 0.101
H -3.397 -2.143 -1.850 0.121
H -2.432 -0.650 -1.812 0.086
C 3.151 -1.897 -6.872 -0.181
C 3.111 -0.499 -7.433 -0.181
C 2.766 0.324 -6.211 -0.205
O 3.321 -0.360 -5.079 -0.157
C 3.736 -1.669 -5.495 -0.203
H 3.737 -2.596 -7.474 0.115
H 2.131 -2.290 -6.784 0.119
H 4.105 -0.220 -7.803 0.115
H 2.394 -0.372 -8.249 0.116
H 1.683 0.385 -6.066 0.120
H 3.170 1.339 -6.262 0.101
H 4.831 -1.679 -5.523 0.118
H 3.398 -2.412 -4.767 0.119
C 6.379 4.288 -7.074 -0.179
C 7.674 3.544 -6.874 -0.183
C 7.759 3.455 -5.366 -0.202
O 6.412 3.411 -4.875 -0.155
C 5.523 3.742 -5.952 -0.216
H 5.933 4.139 -8.061 0.116
H 6.542 5.363 -6.931 0.118
H 7.594 2.539 -7.304 0.116
H 8.539 4.039 -7.322 0.115
H 8.240 4.343 -4.942 0.118
H 8.303 2.569 -5.028 0.119
H 5.010 2.824 -6.255 0.104
H 4.776 4.462 -5.605 0.117
C -7.085 -5.503 -6.342 -0.183
C -5.765 -5.930 -5.753 -0.180
C -4.864 -4.772 -6.124 -0.206
O -5.689 -3.600 -6.165 -0.157
C -7.063 -4.007 -6.117 -0.203
H -7.949 -5.991 -5.883 0.115
H -7.099 -5.720 -7.417 0.117
H -5.851 -6.002 -4.663 0.119
H -5.404 -6.890 -6.132 0.116
H -4.428 -4.910 -7.119 0.120
H -4.052 -4.626 -5.405 0.112
H -7.453 -3.750 -5.126 0.118
H -7.637 -3.461 -6.871 0.119
C -6.928 4.131 5.452 -0.183
C -7.162 3.383 4.165 -0.181
C -5.752 3.029 3.743 -0.208
O -4.984 2.879 4.945 -0.166
C -5.755 3.382 6.045 -0.205
H -7.799 4.152 6.112 0.116
H -6.639 5.166 5.232 0.118
H -7.733 2.468 4.366 0.118
H -7.700 3.963 3.410 0.117
H -5.299 3.835 3.156 0.113
H -5.709 2.105 3.160 0.120
H -6.092 2.524 6.637 0.117
H -5.127 4.017 6.676 0.118
```

Properties
HOMO-LUMO gap, eV: 8.1
Highest occupied orbital energy, eV: -7.68
SMILES: C#C[C@@]1(P(C)C)[C@](CCOC=O)(C[C@H](C)Cl)OC(=O)[C@]1(CCCCCC)P(C)O.C1CCOC1.C1CCOC1.C1CCOC1.C1CCOC1.C1CCOC1.C1CCOC1
Spin multiplicity: 1
Net charge: 0
Maximum force, eV/A: 9.68


# 3
C45H88F9N6O15S3 | ωB97M-V/def2-TZVPD

```
166
Properties=species:S:1:pos:R:3:lowdin_charge:R:1
C 9.355 -3.133 21.316 0.032
C 8.181 -3.745 21.978 -0.405
O 8.147 -4.595 22.791 0.192
N 6.821 -3.186 21.565 0.036
H 6.164 -3.977 21.783 0.196
H 6.597 -2.425 22.310 0.095
C 6.572 -2.681 20.209 0.001
H 9.327 -3.193 20.221 0.106
H 10.248 -3.645 21.636 0.104
H 9.387 -2.087 21.610 0.105
H 6.768 -3.552 19.557 0.124
H 7.309 -1.903 20.065 0.099
H 5.615 -2.277 20.106 0.085
C 2.684 -4.992 27.780 0.025
C 3.821 -4.581 26.980 -0.474
O 4.677 -5.209 26.474 0.187
N 3.891 -3.138 26.788 0.048
H 4.556 -2.919 25.919 0.157
H 2.946 -2.883 26.542 0.075
C 4.502 -2.423 27.938 0.019
H 1.793 -4.846 27.083 0.122
H 2.587 -4.524 28.776 0.065
H 2.620 -6.050 27.998 0.093
H 4.595 -1.364 27.744 0.096
H 5.546 -2.730 27.848 0.103
H 4.088 -2.651 28.941 0.098
C 0.180 -11.661 33.049 -0.034
C 0.326 -11.189 31.690 -0.459
C 1.380 -11.793 30.785 -0.111
C 1.464 -11.170 29.382 -0.166
C 0.154 -11.017 28.628 -0.125
C -1.033 -11.603 29.475 -0.354
N -1.053 -11.244 30.989 -0.018
O -2.057 -11.064 31.599 0.225
C -1.221 -13.195 29.361 0.027
C -2.437 -11.109 28.928 -0.026
C 0.364 -9.617 31.711 0.021
H 0.903 -11.074 33.801 0.158
H 0.644 -12.697 33.237 0.129
H -0.807 -11.602 33.492 0.092
H 1.380 -12.901 30.715 0.134
H 2.260 -11.514 31.407 0.151
H 2.046 -11.978 28.886 0.130
H 1.875 -10.209 29.073 0.122
H 0.272 -11.577 27.712 0.125
H -0.146 -9.991 28.294 0.133
H -1.376 -13.518 28.316 0.117
H -2.158 -13.394 29.917 0.099
H -0.335 -13.664 29.740 0.065
H -2.492 -10.045 29.207 0.094
H -3.285 -11.700 29.315 0.097
H -2.523 -11.094 27.870 0.084
H 0.056 -9.133 30.779 0.101
H 1.302 -9.309 32.041 0.084
H -0.327 -9.207 32.448 0.107
C 5.704 3.677 23.657 0.022
C 4.921 4.570 24.640 -0.470
C 4.345 5.832 23.897 -0.075
C 3.248 5.499 22.819 -0.132
C 2.015 4.799 23.491 -0.131
C 2.411 3.571 24.213 -0.346
N 3.731 3.879 25.086 0.014
O 3.653 3.546 26.215 0.216
C 2.664 2.298 23.277 0.016
C 1.280 3.136 25.245 -0.005
C 5.798 4.815 25.874 -0.006
H 6.672 4.126 23.470 0.108
H 5.175 3.740 22.690 0.080
H 5.791 2.698 24.134 0.075
H 5.179 6.278 23.388 0.124
H 3.870 6.493 24.670 0.143
H 3.781 4.916 22.060 0.106
H 2.845 6.417 22.473 0.108
H 1.325 4.600 22.690 0.134
H 1.703 5.611 24.172 0.139
H 2.963 1.360 23.761 0.069
H 3.424 2.451 22.526 0.070
H 1.759 2.054 22.733 0.092
H 1.499 2.169 25.633 0.059
H 0.315 3.137 24.689 0.112
H 1.150 3.940 25.995 0.098
H 6.256 3.921 26.282 0.094
H 5.188 5.320 26.632 0.093
H 6.604 5.580 25.557 0.140
C 5.639 -3.014 35.734 0.017
C 4.609 -3.055 34.570 -0.442
C 3.576 -4.106 35.000 -0.127
C 2.675 -3.747 36.214 -0.141
C 1.935 -2.425 35.937 -0.130
C 2.803 -1.245 35.582 -0.404
N 3.947 -1.695 34.537 0.008
O 4.288 -0.871 33.844 0.263
C 3.577 -0.649 36.714 -0.017
C 1.947 -0.108 34.932 -0.001
C 5.186 -3.395 33.213 0.003
H 6.495 -2.388 35.627 0.097
H 5.911 -4.066 35.897 0.115
H 5.154 -2.753 36.642 0.042
H 4.130 -5.040 35.202 0.133
H 2.878 -4.290 34.140 0.118
H 3.250 -3.664 37.116 0.096
H 1.931 -4.608 36.413 0.153
H 1.278 -2.197 36.806 0.151
H 1.304 -2.622 35.115 0.095
H 2.865 -0.449 37.557 0.128
H 3.935 0.338 36.324 0.115
H 4.362 -1.277 37.169 0.080
H 2.433 0.832 34.765 0.081
H 1.252 0.242 35.685 0.105
H 1.449 -0.465 34.052 0.068
H 4.375 -3.235 32.502 0.075
H 5.558 -4.456 33.265 0.126
H 6.076 -2.779 33.015 0.099
C -0.134 0.223 28.225 0.001
C -1.583 -0.335 27.915 -0.387
C -2.271 0.609 26.878 -0.129
C -3.693 0.198 26.566 -0.148
C -3.494 -1.140 25.826 -0.125
C -2.816 -2.204 26.670 -0.428
N -1.603 -1.732 27.469 -0.013
O -0.733 -2.528 27.703 0.199
C -2.237 -3.256 25.721 -0.006
C -3.755 -2.749 27.755 0.023
C -2.300 -0.334 29.282 0.007
H -0.106 1.334 28.118 0.100
H 0.619 -0.055 27.506 0.045
H 0.324 -0.049 29.208 0.090
H -1.691 0.589 25.991 0.090
H -2.262 1.682 27.187 0.145
H -4.235 0.952 25.997 0.123
H -4.308 0.082 27.517 0.122
H -2.975 -0.963 24.889 0.125
H -4.417 -1.566 25.385 0.147
H -1.500 -2.798 25.075 0.066
H -3.049 -3.643 25.157 0.090
H -1.848 -4.093 26.321 0.104
H -3.243 -3.156 28.625 0.102
H -4.251 -3.615 27.247 0.124
H -4.379 -1.958 28.046 0.057
H -2.186 0.636 29.778 0.115
H -1.924 -1.055 29.980 0.081
H -3.375 -0.503 29.164 0.071
C 7.787 -0.385 25.016 -0.658
F 8.031 -0.667 26.272 0.174
F 8.044 0.921 24.786 0.119
F 8.682 -1.052 24.259 0.113
S 6.118 -0.776 24.444 0.524
O 5.721 -1.912 25.275 -0.296
O 5.410 0.445 24.497 -0.266
O 6.348 -1.120 23.063 -0.293
C 1.393 -1.812 23.272 -0.631
F 0.409 -2.689 22.877 0.102
F 2.589 -2.202 22.933 0.174
F 1.134 -0.643 22.655 0.116
S 1.195 -1.564 25.122 0.542
O 2.297 -0.680 25.481 -0.309
O -0.157 -1.093 25.387 -0.304
O 1.377 -2.927 25.673 -0.338
C 0.327 -4.497 31.868 -0.649
F 0.116 -5.461 30.938 0.101
F -0.833 -4.045 32.327 0.140
F 1.030 -5.061 32.865 0.098
S 1.325 -3.045 31.208 0.520
O 0.371 -2.366 30.337 -0.321
O 1.585 -2.269 32.428 -0.335
O 2.482 -3.758 30.656 -0.351
```

Properties
HOMO-LUMO gap, eV: 6.8
Highest occupied orbital energy, eV: -14.61
Spin multiplicity: 1
Net charge: +3
Maximum force, eV/A: 5.78